{
  "formula": "C3H9N2",
  "method": "ωB97M-V with the def2-TZVPD basis set",
  "species": ["C", "C", "N", "C", "N", "H", "H", "H", "H", "H", "H", "H", "H", "H"],
  "xyz": [[-0.399, 2.331, 0.057], [-0.304, 1.079, 0.463], [-0.588, -0.050, -0.450], [0.557, -1.102, -0.511], [0.393, -1.990, 0.574], [-1.130, 2.752, -0.625], [-0.009, 3.066, 0.753], [0.180, 0.815, 1.386], [-0.597, 0.356, -1.371], [-1.522, -0.426, -0.273], [1.439, -0.481, -0.384], [0.426, -1.597, -1.468], [0.521, -2.991, 0.523], [1.035, -1.762, 1.327]],
  "nbo_charge": [-0.34, -0.07, -0.54, -0.03, -0.85, 0.24, 0.24, 0.23, 0.43, 0.45, 0.22, 0.23, 0.42, 0.38],
  "lumo_ev": -3.4,
  "multiplicity": 1,
  "total_energy_ev": -6229.1933,
  "total_charge": 1,
  "gap_ev": 11.545,
  "smiles": "C=C[NH2+]CN",
  "e_homo_ev": -14.91
}